[1]
Formula: C31H61F4N2O30P3S7
Source: the Open Molecules 2025 dataset
Level of theory: wB97M-V/def2-TZVPD

structure (SMILES) = COCCCCCCCCCN[C@@](CCC(F)(F)F)([PH2]=S)[C@H](O[C@@H](CCCS(=O)(=O)O)C(=O)NC(=O)F)PP(=O)(O)O.O=S1(=O)OCCO1.O=S1(=O)OCCO1.O=S1(=O)OCCO1.O=S1(=O)OCCO1.O=S1(=O)OCCO1
Kohn-Sham gap = 7.73 eV
HOMO = -8.802 eV
energy = -212102.900 eV
net charge = 0
molecular weight = 1335.2 u
F_max = 10.13 eV Å⁻¹

```
138
Properties=species:S:1:pos:R:3:forces:R:3:mulliken_charge:R:1
C -0.758991 4.652777 -0.086522 -1.0 -0.2 0.0 -0.0195
O 0.319196 5.634684 0.107640 0.6 -2.0 0.0 -0.3377
C 1.650268 5.007031 0.105084 0.3 -0.5 -0.2 -0.5411
C 2.162418 4.568354 -1.393775 0.1 -0.6 0.4 0.5989
C 3.252463 3.331749 -1.240826 0.9 -0.1 0.3 -0.2531
C 4.813114 3.804456 -1.542493 -0.4 0.2 0.1 -0.4515
C 5.725868 2.615678 -2.239140 0.1 1.2 0.4 -0.5999
C 6.112971 1.381970 -1.224800 0.3 -0.7 -0.8 -0.6501
C 4.852814 0.315795 -0.970085 0.7 0.4 -0.6 0.6724
C 5.340681 -1.124184 -0.355638 -0.1 0.5 0.2 -0.8062
C 4.073303 -2.089046 0.155481 2.3 0.6 -1.3 -0.2626
N 3.798647 -1.708004 1.573297 -1.9 -0.6 -0.6 0.0107
C 2.324861 -1.930328 1.988868 1.8 2.0 1.4 0.2776
C 1.496710 -0.691708 1.358254 -0.4 1.2 -0.2 0.8146
C 0.065075 -0.949777 0.667922 -1.3 1.3 -0.8 -0.3688
C -0.010453 -0.569835 -0.960422 -1.2 -1.0 -0.2 0.4951
F 1.038115 -1.231102 -1.766857 -3.5 3.0 2.4 -0.2251
F -1.320151 -1.167947 -1.419085 3.9 2.0 0.8 -0.2709
F -0.146517 0.896539 -1.199158 0.9 -4.8 0.3 -0.2021
P 1.682513 -3.685324 1.678177 -1.0 -0.2 -2.1 -0.0617
S 1.295492 -4.101980 -0.224351 0.4 0.0 0.8 -0.3274
C 2.460171 -1.699307 3.645099 1.1 -0.8 -2.7 -0.7511
O 3.638835 -2.554625 4.010730 -1.1 2.5 1.3 -0.0127
C 4.484288 -1.911484 5.014159 1.0 -2.3 1.5 0.3524
C 4.383442 -2.865824 6.384315 0.0 0.6 0.4 -0.5556
C 4.585843 -1.992146 7.775833 -0.4 -0.7 0.1 -0.6943
C 6.134578 -1.510087 8.044356 0.5 -0.9 -1.6 -0.5189
S 6.229389 0.126560 9.006917 -0.5 1.9 5.6 1.0810
O 7.230531 -0.058094 10.207911 -3.3 0.6 -5.0 -0.6115
O 4.822726 0.615924 9.454085 5.0 -2.0 -2.4 -0.5737
O 6.891751 1.308034 7.930715 -0.1 -1.4 2.3 -0.4746
C 6.039015 -1.955590 4.397858 1.8 7.1 -1.1 -0.1573
O 6.600193 -0.750522 4.165843 -3.3 -8.1 1.3 -0.5055
N 6.806947 -3.225304 4.106707 -2.4 -0.9 -2.3 -0.1369
C 6.599743 -3.734321 2.697779 1.7 2.7 -6.5 0.6465
O 6.979110 -3.118788 1.567004 -2.8 -4.4 8.6 -0.4380
F 5.957358 -5.088569 2.506843 1.9 3.9 1.5 -0.2771
P 1.013795 -2.325954 4.686507 0.3 0.5 1.2 -0.3595
P -0.918489 -1.403817 4.105762 -5.7 0.3 4.5 0.8831
O -1.801138 -1.473534 5.455440 3.7 0.1 -5.1 -0.6782
O -1.807497 -2.355449 2.936368 0.8 3.7 0.4 -0.4669
O -0.792827 0.290240 3.724982 -1.3 -2.7 -1.6 -0.5004
H -1.009259 4.502089 -1.243217 0.6 0.3 2.4 0.1033
H -0.535606 3.592544 0.376371 0.0 2.0 -0.8 0.0651
H -1.720055 5.078400 0.459703 2.6 -1.1 -1.3 0.1404
H 2.453042 5.736477 0.585848 -1.9 -1.3 -1.0 0.2251
H 1.591550 4.064141 0.800944 0.2 1.6 -1.3 0.2090
H 1.291530 4.177485 -2.076732 1.5 0.9 1.6 0.2892
H 2.615467 5.512616 -1.937252 -0.7 -2.3 1.3 -0.3933
H 2.990446 2.410669 -1.936998 0.4 2.0 1.3 0.1504
H 3.268434 2.894148 -0.131737 -0.3 1.0 -2.3 -0.0645
H 5.287690 4.191052 -0.524046 -0.8 -0.9 -2.1 0.2097
H 4.752686 4.753996 -2.243961 0.3 -2.0 1.2 0.2343
H 6.727891 3.145125 -2.594756 -2.0 -1.2 0.7 0.2911
H 5.154481 2.286650 -3.214633 1.2 0.3 2.0 0.2457
H 6.560459 1.792012 -0.221355 -1.0 -0.7 -1.8 0.2972
H 7.000963 0.781739 -1.750623 -1.9 1.2 1.1 0.2895
H 4.388005 0.142666 -2.055332 0.6 0.4 2.5 0.1807
H 4.105947 0.864725 -0.246601 1.2 -1.2 -1.5 -0.6173
H 5.940342 -1.700863 -1.181883 -1.1 1.1 1.7 0.4255
H 6.057586 -0.886910 0.569055 -1.5 -0.8 -2.0 0.1186
H 3.194261 -1.959497 -0.603851 1.5 -0.3 1.5 0.0085
H 4.502265 -3.189392 0.120127 -1.2 2.1 0.1 0.2183
H 3.945402 -0.689012 1.741235 0.0 -1.0 -0.5 0.3643
H 1.333364 0.107614 2.230806 0.2 -1.8 -1.9 0.3469
H 2.171270 -0.105224 0.565438 -1.3 -1.6 1.7 -0.7532
H -0.715437 -0.192373 1.163226 1.7 -1.6 -1.4 -0.0697
H -0.420427 -2.001678 0.761255 1.3 1.8 -0.3 0.1641
H 2.602745 -4.623379 2.276937 -0.6 0.9 0.2 0.1508
H 0.356696 -3.803055 2.303840 1.6 0.3 0.1 0.0937
H 2.696646 -0.562103 3.782209 -0.6 -2.1 0.1 0.6140
H 4.160835 -0.844583 5.360066 0.9 -1.8 -1.2 0.3579
H 5.120486 -3.774313 6.364682 -1.3 1.7 -0.1 0.2798
H 3.288327 -3.297348 6.400803 2.2 0.9 0.0 0.2606
H 4.301458 -2.721825 8.670927 0.5 1.8 -1.9 0.3564
H 3.803819 -1.107435 7.733694 1.9 -1.7 0.3 0.3864
H 6.753310 -1.337371 7.039721 -1.5 -0.1 2.1 0.2447
H 6.744567 -2.353757 8.628362 -1.4 2.3 -0.9 0.4074
H 7.514184 1.875991 8.499584 -1.2 -1.3 -0.8 0.3661
H 6.597848 -3.996348 4.777872 -0.1 0.9 -0.8 0.3269
H 0.805823 -3.759032 4.428347 0.2 1.4 -0.4 0.1590
H -2.497140 -1.704435 2.559688 1.2 -1.7 0.7 0.3376
H -1.555104 0.556890 3.098630 1.7 -0.5 1.5 0.3555
O -4.393937 -6.210860 -2.383439 -1.0 1.3 0.9 -0.6057
S -4.968287 -5.126555 -1.618237 -0.3 -0.5 1.0 1.1570
O -6.074635 -5.305858 -0.707058 5.0 2.5 0.4 -0.4830
O -5.334114 -3.916068 -2.647211 0.4 -0.7 0.2 -0.2602
C -4.633860 -2.734935 -2.260220 0.2 0.6 0.4 -0.2676
C -3.363669 -3.222157 -1.568159 0.3 0.2 -0.5 -0.1795
O -3.761885 -4.370316 -0.822547 -0.9 -0.1 -0.3 -0.2101
H -5.269444 -2.173616 -1.567759 0.1 0.0 -0.1 0.3087
H -4.416041 -2.116818 -3.135298 -0.1 -0.3 0.0 0.3191
H -2.931813 -2.465162 -0.909199 -0.2 -0.4 0.0 0.0469
H -2.612772 -3.538466 -2.299892 0.0 0.2 0.1 0.2164
O 0.663270 6.113090 -3.463171 1.4 1.4 -0.4 -0.4332
S 1.629431 7.164725 -3.690604 -0.3 -0.3 0.0 1.0537
O 3.052015 6.924738 -3.761753 -1.8 0.1 0.0 -0.5404
O 1.356497 8.349539 -2.604499 -0.1 -0.9 -0.7 -0.2586
C 1.082455 9.569872 -3.290706 0.2 0.5 -0.4 -0.3207
C 0.463168 9.158059 -4.623602 -0.6 0.3 0.4 -0.3822
O 1.178301 7.990947 -5.022620 0.7 -0.3 0.8 -0.3107
H 2.030647 10.095682 -3.442379 -0.1 0.0 0.0 0.2846
H 0.410049 10.197138 -2.699368 0.1 -0.3 0.0 0.3104
H 0.548019 9.940295 -5.381679 0.2 -0.3 0.0 0.3156
H -0.589818 8.883361 -4.500761 0.1 0.1 0.0 0.2771
O -7.382092 -6.450553 -1.629038 -5.3 -1.3 -2.0 -0.5033
S -8.706901 -5.886459 -1.762481 0.9 -0.4 0.1 1.2134
O -9.001943 -4.498126 -1.494365 0.6 -1.6 -0.4 -0.5853
O -9.741940 -6.811633 -0.907703 0.6 0.3 -0.5 -0.3099
C -10.756119 -7.316277 -1.774863 -0.5 0.1 -0.4 -0.3582
C -10.106268 -7.407104 -3.152965 0.0 -0.7 0.2 -0.3595
O -9.270202 -6.256121 -3.247899 -0.2 0.6 0.7 -0.3260
H -11.587522 -6.604020 -1.777334 0.0 -0.1 0.0 0.2933
H -11.111458 -8.287829 -1.421173 0.2 0.2 0.1 0.3061
H -10.842056 -7.416921 -3.960609 0.2 0.2 0.1 0.3084
H -9.469239 -8.294519 -3.230547 -0.1 0.0 0.0 0.2872
O -5.205768 7.662209 -0.120866 1.2 -1.5 -0.2 -0.5734
S -4.485688 6.419318 -0.287713 -0.1 0.6 0.1 1.0555
O -3.122498 6.234183 0.152560 -2.4 0.9 -0.4 -0.5166
O -4.590085 5.977444 -1.853519 -0.2 0.4 1.0 -0.2865
C -5.200222 4.691151 -1.945035 0.0 -0.7 0.1 -0.2800
C -6.112572 4.584873 -0.726001 -0.5 0.1 -0.6 -0.3410
O -5.396095 5.216464 0.332551 1.0 0.4 -0.4 -0.3192
H -4.408662 3.935580 -1.911971 -0.1 0.0 0.0 0.2449
H -5.752825 4.597164 -2.883689 0.2 0.3 0.1 0.3110
H -6.345777 3.548768 -0.469343 0.2 0.2 0.2 0.3118
H -7.043995 5.139542 -0.881323 0.1 -0.1 0.0 0.2857
O -4.000477 -1.129518 -8.223913 -1.7 0.3 0.9 -0.5348
S -5.290924 -1.132381 -7.571328 0.3 0.3 -0.3 1.0505
O -6.122019 0.044250 -7.465390 1.2 -1.4 -0.3 -0.5431
O -5.107037 -1.773743 -6.083800 0.2 0.3 -1.0 -0.2458
C -5.948168 -2.918449 -5.952123 -0.7 -0.5 0.1 -0.1074
C -6.096353 -3.480180 -7.363583 0.5 -0.5 0.3 -0.3761
O -6.182861 -2.338051 -8.212604 0.2 1.0 0.6 -0.3152
H -6.913788 -2.587833 -5.556117 0.1 -0.1 0.0 0.2208
H -5.502361 -3.642127 -5.264504 0.1 0.3 -0.1 0.1906
H -6.983782 -4.108468 -7.470792 0.1 0.3 -0.1 0.3201
H -5.208839 -4.051508 -7.655531 -0.1 0.0 0.1 0.3267
```
Positions in Å, forces in eV/Å.

***

[2]
Formula: C33H65FN3NbO7PSi
Source: the Open Molecules 2025 dataset
Level of theory: wB97M-V/def2-TZVPD

Kohn-Sham gap = 5.22 eV
HOMO = -3.423 eV
energy = -75504.058 eV
net charge = -1
molecular weight = 786.9 u
F_max = 4.68 eV Å⁻¹

```
112
Properties=species:S:1:pos:R:3:forces:R:3:mulliken_charge:R:1
C -3.737166 -5.807884 1.270488 -0.4 0.0 -1.1 -0.9747
C -4.595448 -5.078813 2.418845 -1.2 -0.6 -1.1 -0.5098
N -3.822309 -4.723039 3.652495 2.2 -2.2 -1.3 0.1771
C -2.973247 -3.555324 3.281917 -0.1 3.1 1.0 -0.5170
C -3.663283 -2.241526 3.972809 -0.1 -0.8 0.8 -0.7848
Nb -3.256709 -0.297121 2.863292 0.5 -0.6 -4.0 -0.2253
F -3.814777 -1.199067 1.044037 0.5 1.0 2.0 -0.7298
C -1.042467 -0.762815 2.593651 1.3 -0.3 0.9 0.4371
C -0.051987 0.237723 3.434683 0.9 -0.9 -0.2 -0.5839
C 0.672129 1.336945 2.514457 0.8 0.1 0.7 0.0814
C 2.069299 0.806697 1.865879 -0.8 0.2 -0.6 -0.6172
C 1.854718 -0.289479 0.713661 0.3 0.0 0.0 -0.6105
C 1.116907 0.308790 -0.607107 1.4 -1.0 -0.3 0.5815
C 2.024378 -0.147495 -1.881684 0.0 0.8 0.3 -0.8345
C 1.415682 0.396325 -3.273352 0.3 0.4 0.4 0.1235
Si 0.977875 -1.001114 -4.506076 0.5 0.2 -0.1 -0.0636
C 0.388234 -2.631980 -3.689622 -0.4 -0.3 -0.1 -0.9556
C 2.552937 -1.377450 -5.567599 1.0 -0.4 -0.3 -0.9231
C -0.489047 -0.364152 -5.582790 -3.2 1.0 -2.8 0.6400
C -0.892821 1.155709 -5.679922 -2.0 -2.4 -1.9 -0.1519
C -2.093361 1.591984 -6.568311 0.6 -3.6 -0.1 -0.4988
C -2.892445 0.536855 -7.393537 2.9 -1.8 2.0 -0.3483
C -2.496995 -0.975508 -7.351513 2.1 3.2 2.4 -0.4879
C -1.301507 -1.402833 -6.424451 -1.5 3.2 -1.0 -0.3992
C -3.007615 1.676379 1.675636 -0.2 0.5 -0.5 -1.3363
C -2.407222 1.427599 0.195391 -0.5 0.5 -0.4 0.9419
C -3.430420 1.872467 -0.983467 -1.0 2.1 1.1 0.2806
N -3.393458 1.064806 -2.226151 0.6 0.1 1.1 -0.6470
O -4.190376 2.869935 -0.864554 2.8 -3.7 -0.8 -0.5357
P -5.766190 0.296551 3.199914 -0.5 -0.4 0.8 0.3143
N -6.083820 0.255194 4.970094 -0.3 -0.7 -0.6 -0.7283
O -6.768516 -0.930342 2.512166 0.4 0.2 1.8 -0.5394
C -3.094537 -5.848345 4.206994 1.0 -1.2 0.7 0.5648
C -3.890278 -7.266640 4.244019 -0.7 0.7 1.0 -0.9897
O -1.941632 -5.854203 4.707996 -3.3 0.8 -1.5 -0.6097
H -3.915619 -5.244997 0.275176 0.4 -0.9 1.6 0.3156
H -2.611251 -5.830033 1.449337 -1.5 0.1 0.0 0.2949
H -4.098216 -6.887078 1.058558 0.6 1.7 0.6 0.2773
H -5.025386 -4.116873 1.948583 0.8 -1.4 1.1 0.2557
H -5.505477 -5.751620 2.638021 1.4 1.1 0.0 0.3893
H -1.903388 -3.571758 3.665014 -1.5 -0.6 -0.4 0.4514
H -2.936897 -3.319001 2.160110 -0.2 -1.0 1.5 0.2292
H -4.811107 -2.396517 4.038738 1.7 -0.1 -0.1 0.1738
H -3.294773 -2.159820 5.063494 -0.6 -0.3 -1.5 0.2375
H -2.944798 0.607626 4.418016 -0.4 0.0 -0.2 0.0247
H -0.751592 -0.623502 1.485969 -0.7 -0.4 1.5 -0.4474
H -0.779004 -1.848334 2.899513 -0.2 1.6 -0.7 0.2584
H 0.786777 -0.446633 3.850614 -1.1 1.2 -0.4 0.2851
H -0.556233 0.699828 4.347672 0.6 -0.5 -1.4 0.2789
H -0.049709 1.729644 1.721865 1.0 -0.6 0.9 -0.2653
H 0.980105 2.237407 3.166213 -0.6 -1.3 -1.0 0.2324
H 2.765841 0.409341 2.692291 -1.1 0.6 -1.2 0.2083
H 2.595934 1.706473 1.361866 -0.8 -1.4 0.9 0.2412
H 1.321637 -1.239090 1.097946 0.7 1.6 -0.5 0.2334
H 2.899337 -0.642267 0.379610 -1.4 0.5 0.5 0.4819
H 0.067397 -0.131089 -0.740219 1.4 0.9 0.3 -0.3412
H 1.117109 1.454971 -0.594777 -0.3 -1.6 0.1 0.0838
H 3.073667 0.315118 -1.771195 -1.6 -0.7 0.0 0.3006
H 2.182321 -1.285460 -1.859969 -0.4 1.5 -0.1 0.2497
H 2.193272 1.115764 -3.740008 -1.3 -1.1 0.6 -0.0530
H 0.455462 1.000557 -3.086726 1.4 -0.8 -0.1 0.2323
H -0.322594 -3.141950 -4.432326 0.9 0.6 1.2 0.3339
H -0.185853 -2.347625 -2.743627 0.7 -0.7 -1.2 0.2386
H 1.226580 -3.373348 -3.466644 -1.1 1.1 -0.1 0.2757
H 2.349746 -2.146648 -6.403996 0.3 1.4 1.1 0.2549
H 3.400608 -1.848143 -4.933411 -1.4 0.8 -0.8 0.2818
H 3.000468 -0.404174 -5.988782 -0.8 -1.5 0.4 0.2258
H -0.296594 1.937255 -5.080916 -1.1 -1.4 -1.1 0.3164
H -2.444367 2.670869 -6.661246 0.7 -1.6 0.3 0.2820
H -3.781090 0.801180 -8.049932 1.4 -0.1 1.1 0.2976
H -3.078007 -1.724867 -7.987250 1.0 1.1 1.1 0.2991
H -1.062188 -2.524186 -6.444075 -0.2 2.0 0.3 0.1383
H -2.358830 2.409301 2.275325 -1.0 -0.8 -1.0 0.1557
H -4.079142 2.093061 1.554021 1.8 -0.3 0.2 0.6021
H -1.461019 2.068696 0.014140 -1.4 -0.9 0.2 0.1035
H -2.101156 0.347898 -0.008787 -0.5 1.4 0.3 -0.2830
H -3.206730 0.083544 -1.940689 -0.1 0.8 -0.2 0.3697
H -2.564540 1.333636 -2.789300 -0.8 0.0 0.4 0.2362
H -5.808283 -0.662960 5.365559 0.1 0.9 -0.2 0.2880
H -5.537512 0.994853 5.432621 -0.3 -0.5 -0.4 0.2765
H -6.862886 -1.675634 3.150938 0.2 0.6 -0.7 0.3087
H -5.030864 -7.080836 4.230122 1.8 -0.4 -0.3 0.2925
H -3.684438 -7.758152 5.265975 0.0 0.8 -1.7 0.3455
H -3.555556 -7.980278 3.422366 -0.5 1.1 1.0 0.1944
O 4.609729 1.669588 -3.468286 0.1 0.8 -0.4 -0.5149
C 4.976622 2.586756 -4.166396 -0.2 -0.7 0.2 0.8425
O 4.279252 3.738005 -4.186670 -0.2 0.1 0.4 -0.3923
C 4.721470 4.940998 -4.830971 0.0 0.0 -0.2 -0.4216
C 4.353202 4.937521 -6.300884 0.0 -0.2 -0.2 -0.9881
C 6.153211 2.429783 -5.086889 0.7 0.2 0.1 -1.0588
H 5.788737 5.106732 -4.664532 0.0 -0.1 0.0 0.3871
H 4.200980 5.762616 -4.333206 0.0 -0.3 0.1 0.3209
H 4.842745 4.120921 -6.836008 0.1 0.1 0.0 0.2672
H 4.640402 5.880387 -6.771830 0.0 0.0 0.0 0.3734
H 3.276837 4.795785 -6.423593 0.1 0.1 0.1 0.2914
H 5.823145 1.956237 -6.013795 0.0 0.0 0.1 0.2281
H 6.890330 1.788885 -4.599130 -0.3 -0.1 -0.1 0.3387
H 6.663879 3.364275 -5.313779 -0.1 0.0 -0.2 0.3289
O 3.057243 3.811228 3.301052 0.6 -0.4 0.6 -0.5075
C 3.811456 3.636414 4.229323 -0.6 0.3 -0.5 0.9005
O 3.997899 2.396705 4.721047 0.0 -0.4 -0.3 -0.3423
C 4.996895 2.052145 5.690319 -0.1 0.1 0.2 -0.3965
C 4.499064 2.307573 7.098552 -0.1 0.2 0.1 -1.0024
C 4.479126 4.798791 4.907882 0.7 0.3 -0.1 -1.2345
H 5.941586 2.559528 5.478952 -0.1 0.1 0.0 0.3499
H 5.186812 0.983335 5.565905 -0.2 0.1 -0.2 0.3387
H 4.283160 3.365529 7.262843 0.1 0.0 0.0 0.2692
H 5.241886 1.988354 7.833258 0.0 0.0 0.0 0.3685
H 3.569014 1.763225 7.278266 0.1 0.0 -0.1 0.3071
H 3.794757 5.226535 5.643314 0.1 -0.1 -0.1 0.2693
H 4.711573 5.552478 4.152945 -0.3 -0.1 0.1 0.3188
H 5.423302 4.546689 5.388226 -0.1 0.0 0.2 0.3561
```
Positions in Å, forces in eV/Å.